# 1
C4H9N3O | ωB97M-V/def2-TZVPD

Cartesian coordinates (Å):
C -2.1788 -0.5936 0.1390
C -1.8123 0.8545 0.5143
C 2.2294 -0.0463 -0.5738
C 1.0239 -0.7734 0.0561
N -1.2643 -1.2187 -0.4523
N -0.5784 0.9970 -0.1875
N -0.1413 -0.3216 -0.5896
O 0.9403 -0.6596 1.4457
H -3.0848 -1.1795 0.2058
H -2.5656 1.4958 -0.0246
H -1.6098 1.2375 1.5501
H 2.1320 0.9459 -0.3228
H 3.1833 -0.4599 -0.4054
H 1.9765 -0.1907 -1.5725
H 1.1589 -1.7442 -0.2448
H -0.6109 1.4149 -1.1027
H 1.2020 0.2418 1.5650

As for the spin multiplicity: 1. For the energy relative to the best compared isomer or geometry (same formula, charge and spin), the calculation gives 3.6540 eV. As for the net charge: 0. As for the structure (SMILES): C[C@@H](O)N1N=CCN1. As for the HOMO-LUMO gap: 9.6 eV. The calculation puts the HOMO energy at -8.620 eV.

# 2
C2H4CrLiO | ωB97M-V/def2-TZVPD

Cartesian coordinates (Å):
O 1.1535 0.1243 -0.5336
Cr 2.0270 -1.0131 -1.6014
C -0.2260 0.3192 -0.4609
C -0.8894 -0.2162 0.7465
H -0.5683 1.2640 -0.9030
H -0.3669 -0.8913 1.4349
H -1.8571 0.2133 1.0174
Li 1.6402 1.0042 0.9904
H -0.9130 -0.8043 -0.6902

As for the spin multiplicity: 5. As for the net charge: +3. As for the HOMO-LUMO gap (alpha / beta): 9.0 / 11.5 eV. The expectation value of S² is 6.015. The calculation puts the HOMO energy (alpha / beta) at -26.011 / -27.313 eV.

# 3
CH4BrN2 | ωB97M-V/def2-TZVPD

Cartesian coordinates (Å):
C 0.6798 -0.3276 0.1629
N -1.0325 -0.9780 0.2181
N 0.7680 0.9062 -0.0637
Br -2.2907 0.3270 0.2830
H 1.4179 -1.1065 0.2326
H -1.0906 -1.6984 -0.4947
H 1.6477 1.4145 -0.1845
H -0.0995 1.4628 -0.1539

As for the spin multiplicity: 1. For the energy relative to the best compared isomer or geometry (same formula, charge and spin), the calculation gives 3.6055 eV. As for the net charge: +1. As for the structure (SMILES): [NH2+]=CNBr. As for the HOMO-LUMO gap: 8.9 eV. The calculation puts the HOMO energy at -14.360 eV.

# 4
C24H42N8NdO3S | ωB97M-V/def2-TZVPD

Cartesian coordinates (Å):
Nd 0.4682 -1.2989 -0.8686
N 2.5917 -2.5765 -1.6421
C 2.1658 -3.9915 -1.3852
C 1.1163 -4.3201 -2.4387
N -0.1124 -3.5206 -2.4110
C -0.5844 -3.1618 -3.7749
C 0.1919 -2.0184 -4.4100
N 0.1436 -0.8164 -3.5572
C -1.1971 -4.3003 -1.6809
C -2.3280 -3.3450 -1.2364
N -1.7358 -2.3465 -0.2530
H 2.9212 -2.5188 -2.6167
H 3.3091 -2.2675 -1.0515
H 1.8233 -4.0790 -0.3713
H 2.9968 -4.6773 -1.4224
H 0.9349 -5.3899 -2.3989
H 1.6755 -4.1985 -3.4117
H -1.6581 -2.8949 -3.6274
H -0.5673 -4.0315 -4.4206
H -0.2853 -1.7949 -5.3862
H 1.2557 -2.2969 -4.5338
H -0.8051 -0.4169 -3.6071
H 0.8544 -0.1572 -3.8725
H -0.7206 -4.7119 -0.8252
H -1.6130 -5.0554 -2.3749
H -3.1434 -3.9207 -0.7914
H -2.6912 -2.7766 -2.0814
H -1.6279 -2.8321 0.6314
H -2.4384 -1.6380 -0.1030
N -1.6316 2.8000 0.4347
C -0.3265 2.8227 -0.1755
C -0.2506 3.5881 -1.5611
C 1.0748 4.3660 -1.6373
C 1.0027 5.8112 -1.0868
N 0.2144 6.7248 -1.8572
C -0.1730 7.9291 -1.4493
N -1.0171 8.6055 -2.1965
N 0.3296 8.4430 -0.3655
C 0.1058 1.4231 -0.5048
O 1.2539 1.0037 -0.2656
O -0.7429 0.6254 -1.0874
H -2.2797 2.3211 -0.1660
H -1.9564 3.7080 0.7272
H 0.3697 3.2547 0.5874
H -1.1795 4.1362 -1.6520
H -0.3674 2.8230 -2.3517
H 1.5509 4.4201 -2.6368
H 1.7765 3.8408 -1.0003
H 2.0478 6.1077 -0.9862
H 0.5485 5.7719 -0.0812
H 0.2040 6.5602 -2.8639
H -1.4531 8.2183 -3.0377
H -1.2049 9.5873 -2.0369
H 1.1092 8.0428 0.1046
H -0.0915 9.3032 0.0538
O 1.0006 -2.1132 1.1618
S 0.8293 -2.8787 2.4873
C 1.7172 -1.8833 3.7133
C 1.3078 -2.2596 5.0258
C 1.7680 -1.5262 6.0913
C 2.6588 -0.4549 5.8331
C 3.0823 -0.1661 4.5442
C 2.5871 -0.8691 3.4593
C -0.8689 -2.6456 2.8977
C -1.6053 -3.7803 3.0937
C -2.9562 -3.6944 3.3705
C -3.5702 -2.4605 3.4009
C -2.8492 -1.2954 3.0603
C -1.4682 -1.3693 2.9020
H 0.7215 -3.1363 5.2408
H 1.5471 -1.8319 7.0937
H 3.0977 0.0707 6.6741
H 3.7713 0.6452 4.3513
H 2.8489 -0.6399 2.4382
H -1.1738 -4.7756 2.9971
H -3.4626 -4.6074 3.5663
H -4.5779 -2.4105 3.7811
H -3.3506 -0.3552 3.1549
H -0.9086 -0.4469 2.6759

As for the spin multiplicity: 4. For the energy relative to the best compared isomer or geometry (same formula, charge and spin), the calculation gives 0.0000 eV. As for the net charge: +3. As for the HOMO-LUMO gap (alpha / beta): 9.0 / 9.1 eV. The expectation value of S² is 3.753. The calculation puts the HOMO energy (alpha / beta) at -15.721 / -15.721 eV.

# 5
C3H7N3 | ωB97M-V/def2-TZVPD

Cartesian coordinates (Å):
C 0.9153 1.3616 -0.6881
C -1.8846 0.8931 -0.2471
C 0.6479 0.4619 0.5585
N -1.4936 -0.2789 0.0831
N -0.1907 -0.6730 0.3662
N 0.4816 -1.6427 -0.4656
H 1.5878 2.2756 -0.5690
H -2.9173 0.9100 -0.4893
H 1.5980 -0.0148 0.7604
H 0.3038 1.0580 1.3355
H -2.0869 -1.0922 0.1232
H 0.9693 -2.3585 0.1275
H 1.2349 -1.1938 -0.9551

As for the spin multiplicity: 1. For the energy relative to the best compared isomer or geometry (same formula, charge and spin), the calculation gives 8.5676 eV. As for the net charge: 0. As for the HOMO-LUMO gap (alpha / beta): 7.8 / 8.1 eV. The calculation puts the HOMO energy (alpha / beta) at -7.779 / -8.029 eV.

# 6
C36H48CaN11O4S | ωB97M-V/def2-TZVPD

Cartesian coordinates (Å):
Ca -0.3177 0.9496 0.6109
C 4.7064 2.3756 0.9261
N 3.7022 3.2064 1.5692
C 4.0520 4.6141 1.7201
C 2.4157 2.7558 1.5794
N 1.9838 1.7182 0.9665
N 1.5601 3.4737 2.4237
C 0.2067 3.6989 2.2319
N -0.3954 4.2736 3.3255
N -0.3746 3.4451 1.1155
H 5.6906 2.7046 1.2538
H 4.6604 2.4367 -0.1659
H 4.5735 1.3355 1.2213
H 4.7828 4.7497 2.5191
H 3.1712 5.2114 1.9359
H 4.4854 4.9906 0.7908
H 2.6277 1.3336 0.2794
H 1.9817 3.8918 3.2350
H 0.0187 4.0864 4.2249
H -1.4008 4.1975 3.3397
H -1.3556 3.7049 1.1770
C -7.6081 4.3282 2.7211
C -6.4754 3.3566 2.5268
C -6.3655 2.2156 3.3164
C -5.3151 1.3249 3.1518
C -4.3583 1.5816 2.1847
C -4.4529 2.7062 1.3733
C -5.5068 3.5866 1.5482
S -2.9794 0.4899 1.9790
O -3.3411 -0.7774 2.5624
O -1.8132 1.1720 2.5680
N -2.5912 0.4596 0.4618
C -3.1488 -0.3137 -0.5365
C -4.3633 -0.9626 -0.5175
C -4.8074 -1.7023 -1.6318
C -4.0589 -1.7931 -2.7702
C -2.8050 -1.1415 -2.8320
C -1.9850 -1.1700 -3.9821
C -0.7884 -0.5116 -3.9795
C -0.3890 0.1575 -2.8091
N -1.1110 0.1997 -1.7124
C -2.3341 -0.4171 -1.7141
H -8.4208 3.8817 3.2924
H -8.0066 4.6663 1.7642
H -7.2646 5.2119 3.2634
H -7.1202 2.0145 4.0677
H -5.2377 0.4305 3.7563
H -3.7226 2.8630 0.5885
H -5.5918 4.4559 0.9063
H -4.9847 -0.9074 0.3671
H -5.7691 -2.1958 -1.5765
H -4.4087 -2.3490 -3.6313
H -2.3290 -1.7068 -4.8589
H -0.1443 -0.4910 -4.8489
H 0.5658 0.6712 -2.7778
C 0.4363 -2.8254 4.4486
N 0.7739 -2.0305 3.2758
C 1.4649 -0.7773 3.5353
C 0.1078 -2.1484 2.1015
O -0.0365 -1.1762 1.3383
N -0.4412 -3.3558 1.7894
C -1.4342 -3.3687 0.7224
C 0.2655 -4.6080 2.0057
H 0.1628 -2.1540 5.2642
H 1.2758 -3.4413 4.7764
H -0.4179 -3.4625 4.2379
H 2.2484 -0.9570 4.2700
H 0.7777 -0.0185 3.9248
H 1.9148 -0.3980 2.6218
H -2.1026 -2.5189 0.8315
H -2.0174 -4.2846 0.8103
H -0.9805 -3.3324 -0.2745
H 1.0671 -4.4841 2.7264
H 0.7085 -4.9588 1.0677
H -0.4203 -5.3737 2.3700
C 2.5436 -3.0933 -4.6576
N 2.7318 -2.6646 -3.2752
N 2.9515 -1.3060 -3.0501
C 2.4393 -0.9559 -1.8022
O 2.5835 0.1633 -1.3043
C 1.7755 -2.1367 -1.3235
C 1.9447 -3.1127 -2.2515
C 1.3626 -4.4797 -2.3088
C 4.0533 -0.6576 -3.6731
C 5.2257 -1.3560 -3.9349
C 6.2875 -0.7017 -4.5410
C 6.1869 0.6445 -4.8630
C 5.0164 1.3366 -4.5857
C 3.9406 0.6869 -3.9987
H 3.1005 -2.4226 -5.3050
H 1.4908 -3.0772 -4.9492
H 2.9410 -4.0975 -4.7863
H 1.2410 -2.1984 -0.3899
H 0.8485 -4.7047 -1.3773
H 2.1311 -5.2344 -2.4782
H 0.6355 -4.5517 -3.1210
H 5.2994 -2.4013 -3.6615
H 7.1998 -1.2439 -4.7527
H 7.0191 1.1528 -5.3327
H 4.9342 2.3855 -4.8393
H 3.0207 1.2122 -3.7818

As for the spin multiplicity: 1. For the energy relative to the best compared isomer or geometry (same formula, charge and spin), the calculation gives 0.2731 eV. As for the net charge: +1. As for the HOMO-LUMO gap: 8.0 eV. The calculation puts the HOMO energy at -9.703 eV.

| no. | E (Ha) |
| --- | --- |
| 1 | -397.216364 |
| 2 | -1204.451713 |
| 3 | -2723.650635 |
| 4 | -2562.417417 |
| 5 | -282.459397 |
| 6 | -3379.738356 |